(1)
Entry from the Open Molecules 2025 dataset: a 8-piece molecular cluster, C3H23NO10 overall at a distorted geometry (ωB97M-V with the def2-TZVPD basis set).

Geometry as XYZ:
```
37
Properties=species:S:1:pos:R:3:forces:R:3:mulliken_charge:R:1
C 0.8989 0.7618 -2.0946 -0.40 -1.03 -0.66 -1.608
C 0.0576 0.1680 -0.9761 0.04 1.36 0.45 0.427
N 0.0755 1.2122 0.1849 -0.50 -0.32 -1.76 -0.247
C -1.3771 -0.1875 -1.4362 -0.63 -1.13 -0.25 0.695
O -2.1012 -0.9142 -0.6179 0.35 -0.06 0.43 -0.941
O -1.2321 -0.8548 -2.6995 0.49 0.33 -0.26 -0.622
O -1.9284 1.1004 -1.7310 -0.33 0.96 0.08 -0.537
H 0.8073 0.0892 -2.9559 0.07 0.11 0.23 0.435
H 0.5337 1.7223 -2.4513 -0.04 0.13 0.35 0.349
H 1.9383 0.7903 -1.8421 0.69 0.33 0.29 0.423
H 0.5077 -0.6909 -0.4823 -0.02 -0.27 -0.46 0.010
H -0.6064 0.9807 0.9103 0.28 -0.50 0.49 0.346
H 1.0513 1.2066 0.5142 -0.75 0.36 0.64 0.273
H -0.2532 2.1617 -0.0924 0.48 -0.43 -0.32 0.478
H -1.9192 -1.5253 -2.7517 -0.06 -0.04 0.42 0.374
H -2.7592 1.0291 -2.2168 0.14 -0.50 0.06 0.342
O 2.6316 -1.4441 1.0911 -0.61 -0.15 -0.47 -0.714
H 2.2962 -2.0639 0.4263 0.28 0.02 0.10 0.329
H 1.8388 -1.2685 1.6441 0.50 -0.10 0.32 0.373
O -1.7447 -0.3191 1.8459 0.82 -0.11 0.25 -0.748
H -2.5749 -0.4213 2.3145 -0.05 -0.05 -0.14 0.240
H -1.7878 -0.8030 0.9624 -0.84 0.43 -0.47 0.379
O -1.8050 3.1866 -0.0216 -0.63 0.22 -0.04 -0.673
H -2.2340 2.3505 -0.2751 0.22 -0.21 -0.05 0.321
H -2.2608 3.7825 -0.6291 0.34 0.30 0.16 0.303
O 0.6686 -1.0165 3.0222 0.49 0.24 -0.42 -0.703
H -0.0492 -0.7312 2.4140 -0.46 -0.30 1.00 0.476
H 0.3250 -1.6352 3.6731 -0.27 0.06 -0.30 0.252
O -0.6684 -3.9365 -0.7526 0.15 -0.05 -0.21 -0.634
H -0.4836 -4.2752 0.1273 -0.26 0.13 0.03 0.293
H -1.4010 -3.3076 -0.6891 0.15 0.17 0.22 0.340
O 1.8418 1.4338 2.1666 0.75 0.21 0.31 -0.683
H 1.9241 0.9167 2.9754 -0.26 -0.11 -0.01 0.280
H 2.7404 1.4334 1.7700 -0.43 0.07 0.01 0.350
O 3.7444 0.9789 0.3229 0.06 -0.10 -0.04 -0.730
H 3.4090 0.0578 0.3795 0.14 0.09 0.18 0.429
H 4.6156 0.9558 0.7311 0.10 -0.06 -0.17 0.323
```
Forces are in eV/Å.

Values from the calculation:
- lowest unoccupied orbital energy (eV) = 0.278
- total energy (Ha) = -935.2799
- highest occupied orbital energy (Eh) = -0.326
- Kohn-Sham gap (eV) = 9.14

(2)
Entry from the Open Molecules 2025 dataset: a 10-piece molecular cluster, C3H23NO12 overall (ωB97M-V with the def2-TZVPD basis set).

Geometry as XYZ:
```
39
Properties=species:S:1:pos:R:3:forces:R:3:mulliken_charge:R:1
O 0.1587 0.0136 1.9232 -0.07 -0.52 0.12 -0.528
C -1.0115 -0.1933 1.7091 -0.41 0.76 -0.27 0.257
C -1.8690 0.8231 0.9343 0.21 -0.96 -0.13 -0.565
N -2.8913 0.2110 0.1163 -0.66 0.34 0.59 -0.036
C -3.9342 -0.5100 0.6392 0.31 0.30 -0.46 0.564
O -4.5768 -1.3046 0.0126 -0.04 -0.13 0.07 -0.559
O -4.1702 -0.2826 1.9629 -0.30 -0.27 0.34 -0.462
H -1.5786 -1.0231 2.1489 0.21 -0.17 0.06 0.341
H -2.2931 1.4710 1.6976 -0.08 0.28 0.05 0.248
H -1.2311 1.4173 0.3035 0.28 0.28 -0.15 0.109
H -2.7439 0.0788 -0.8701 0.20 -0.12 0.02 0.259
H -4.1655 0.6485 2.2103 0.17 0.04 -0.21 0.339
O 3.5115 -0.2913 -1.8461 -0.03 -0.42 -0.26 -0.709
H 4.3172 -0.7882 -1.6702 0.06 0.12 0.05 0.303
H 2.9373 -0.4576 -1.0777 0.39 0.46 0.15 0.378
O -0.6329 -1.2361 -2.6044 -0.58 0.10 0.49 -0.761
H -0.2049 -0.4747 -2.1663 0.07 -0.25 -0.67 0.388
H 0.0544 -1.9319 -2.6169 0.21 0.44 -0.03 0.430
O 1.8924 -2.4985 0.5717 -0.32 -0.05 0.25 -0.745
H 1.7994 -1.6194 0.9622 0.16 0.05 -0.09 0.374
H 0.9758 -2.8154 0.5919 0.00 0.01 -0.06 0.317
O 0.6907 3.2082 -0.1694 -0.20 0.34 -0.12 -0.679
H 0.5871 3.0228 0.7731 0.08 -0.09 0.22 0.257
H 1.6434 3.2646 -0.3015 0.04 0.00 0.13 0.362
O 0.8483 2.4832 2.7763 0.34 0.73 0.10 -0.547
H 0.8829 1.6842 3.2941 -0.25 -0.76 0.00 0.284
H 1.5269 3.0166 3.2061 -0.06 0.30 -0.18 0.271
O 0.5149 1.2082 -2.0364 -0.05 0.66 0.26 -0.694
H 1.1816 1.4876 -2.6720 0.05 -0.25 -0.22 0.261
H 0.2307 2.0431 -1.6123 0.10 -0.31 0.01 0.291
O 1.7352 -2.3881 -2.2374 0.26 -0.43 -0.21 -0.750
H 1.8172 -2.6826 -1.3198 0.04 0.08 0.12 0.423
H 2.4724 -1.7622 -2.3415 -0.24 -0.01 -0.24 0.372
O -1.1358 -2.1123 -0.0892 -0.15 -0.09 -0.10 -0.587
H -1.1649 -1.7413 -1.0085 0.29 -0.33 0.08 0.362
H -1.9201 -2.6737 -0.0470 0.04 0.03 0.07 0.292
O 2.3292 0.8386 0.2564 -0.51 -0.05 0.55 -0.739
H 1.6870 1.0938 -0.4232 0.13 -0.13 -0.36 0.428
H 1.7296 0.7727 1.0203 0.29 0.01 0.01 0.450
```
Forces are in eV/Å.

Values from the calculation:
- lowest unoccupied orbital energy (eV) = -0.011
- total energy (Ha) = -1085.7851
- highest occupied orbital energy (Eh) = -0.366
- Kohn-Sham gap (eV) = 9.95

(3)
Entry from the Open Molecules 2025 dataset: a 8-piece molecular cluster, C3H23NO8S overall at a distorted geometry (ωB97M-V with the def2-TZVPD basis set).

Geometry as XYZ:
```
36
Properties=species:S:1:pos:R:3:forces:R:3:mulliken_charge:R:1
N -0.3930 -0.1996 -0.7657 0.99 -0.01 0.45 -0.272
C -0.4490 -1.4821 -1.4567 0.50 0.22 -0.73 0.066
C -0.1136 -2.7017 -0.5309 -0.45 0.95 0.90 -0.878
O -0.0492 -2.3061 0.8473 0.36 -0.05 0.19 -0.508
C 0.5589 -1.5142 -2.6761 -0.56 -0.20 0.54 -0.936
S 0.2212 -0.1163 -3.8214 -0.05 -0.85 -0.37 -0.236
H 0.1692 -0.2463 0.1007 -0.71 -0.04 -0.59 0.308
H -1.3345 0.0957 -0.5651 0.05 0.33 0.54 0.145
H -1.4817 -1.4506 -1.8455 0.45 -0.87 -0.20 0.518
H 0.8907 -3.0081 -0.7528 0.47 -0.34 -0.13 0.485
H -0.7713 -3.5654 -0.5667 -0.23 0.02 -0.68 0.322
H -0.9242 -2.1376 1.2085 -0.06 -0.11 -0.07 0.352
H 0.5145 -2.5435 -3.1054 -0.27 0.99 -0.35 0.425
H 1.6092 -1.3894 -2.3930 -0.25 -0.06 0.58 0.373
H -0.2052 0.6788 -2.8406 0.00 0.11 0.17 0.075
O -0.9669 3.0257 1.1659 -0.79 0.77 0.65 -0.683
H -1.6904 3.6523 1.3149 0.07 0.10 -0.51 0.310
H -0.5397 3.0377 2.0462 0.65 -0.56 -0.41 0.403
O 0.8558 2.1390 2.6967 -0.76 -0.11 1.44 -0.659
H 1.5971 1.8580 2.1586 0.51 -0.53 0.20 0.317
H 0.7401 1.4714 3.4199 0.57 0.47 -1.05 0.356
O 2.9840 0.6300 1.5344 0.27 0.11 -0.79 -0.634
H 3.8659 1.0102 1.4401 0.08 -0.12 0.34 0.287
H 2.6165 0.8374 0.6316 0.02 -0.04 0.71 0.354
O -2.7858 1.0532 0.7637 -0.35 0.60 -0.30 -0.689
H -2.1087 1.5842 1.2275 0.11 -0.17 -0.18 0.366
H -3.1585 1.7121 0.1524 0.07 -0.44 0.22 0.263
O 1.9280 1.9775 -0.4419 -0.84 -0.02 -0.21 -0.778
H 1.2455 1.4664 -0.9116 0.14 -0.16 -0.29 0.360
H 1.3529 2.5232 0.1160 0.18 0.24 0.02 0.309
O 1.5588 -0.5007 3.7516 0.29 0.11 -0.17 -0.679
H 1.0663 -1.1739 3.2724 -0.03 -0.10 -0.02 0.321
H 2.3040 -0.2973 3.1530 -0.38 -0.04 0.16 0.316
O -3.5759 -1.6074 0.4946 -0.47 0.07 0.04 -0.687
H -3.6540 -0.6453 0.6266 0.31 -0.37 0.06 0.415
H -2.6393 -1.7639 0.3845 0.11 0.12 -0.16 0.192
```
Forces are in eV/Å.

Values from the calculation:
- lowest unoccupied orbital energy (eV) = 0.140
- total energy (Ha) = -1182.9511
- highest occupied orbital energy (Eh) = -0.331
- Kohn-Sham gap (eV) = 9.15

(4)
Entry from the Open Molecules 2025 dataset: a 9-piece molecular cluster, C3H23NO9S overall at a distorted geometry (ωB97M-V with the def2-TZVPD basis set).

Geometry as XYZ:
```
37
Properties=species:S:1:pos:R:3:forces:R:3:mulliken_charge:R:1
N -1.2610 1.4580 1.2940 0.76 0.91 -0.52 -0.435
C -1.0727 0.3668 0.3584 -0.38 -0.82 0.94 0.624
C 0.0872 -0.5875 0.6511 0.64 0.15 1.90 -0.963
O 0.5951 -0.6786 1.7508 -0.62 0.17 0.13 -0.502
C -0.9925 0.8989 -1.0509 -0.54 -0.23 0.07 -0.383
S -2.5763 1.2595 -1.8819 0.36 0.11 -0.34 -0.311
H -0.6142 2.2108 1.0592 -0.14 -0.07 0.08 0.358
H -1.0168 1.2488 2.2536 -0.22 -0.61 -0.07 0.233
H -1.9471 -0.2735 0.5541 0.03 -0.22 -0.75 0.342
H 0.4216 -1.3469 -0.0366 -0.03 0.37 -0.91 0.691
H -0.2204 1.6701 -0.9582 -0.39 0.35 -0.81 0.550
H -0.6936 0.1513 -1.7808 0.55 -0.06 0.33 -0.236
H -3.2421 1.9465 -0.9738 -0.02 0.35 0.61 0.137
O 0.8552 -1.6563 -2.7091 0.99 0.37 0.00 -0.720
H 0.2461 -1.2901 -2.0614 -0.65 -0.28 -0.03 0.211
H 1.5825 -1.8641 -2.1040 0.21 -0.10 -0.37 0.343
O -0.6025 -4.2175 -2.9060 0.68 0.12 -0.78 -0.712
H -0.4997 -3.6568 -3.6913 -0.61 -0.05 -0.05 0.342
H 0.3295 -4.1855 -2.6453 -0.14 -0.32 0.45 0.345
O -0.0616 4.1324 1.8325 1.93 -0.69 0.16 -0.686
H -0.7305 4.1771 2.5074 -0.85 0.51 -0.58 0.318
H -0.2017 4.4636 0.9468 -1.03 0.40 0.40 0.317
O 2.2492 0.5610 0.0938 -0.46 0.16 -0.09 -0.486
H 2.2111 1.0722 -0.7335 0.77 -0.16 0.24 0.315
H 3.1529 0.4406 0.3911 0.12 0.22 -0.30 0.214
O 1.7673 0.6095 4.0946 0.84 0.41 0.29 -0.635
H 1.7754 0.4905 3.1377 -0.60 -0.22 0.15 0.370
H 0.9204 0.3587 4.4567 -0.20 -0.14 -0.35 0.286
O -1.8376 -0.8104 3.3066 -1.50 0.22 0.61 -0.604
H -1.0108 -0.6021 3.7308 0.59 -0.39 -0.53 0.299
H -1.7372 -1.2728 2.4758 0.72 -0.02 0.16 0.313
O 2.2718 1.2688 -2.4848 -0.11 -0.15 -0.95 -0.598
H 1.8605 0.5112 -2.9304 -0.11 -0.13 0.34 0.302
H 2.7077 1.7143 -3.2199 0.09 0.28 0.25 0.282
O -0.9714 -2.5193 -0.9227 -0.93 0.64 -0.53 -0.583
H -0.6136 -2.9096 -0.1288 -0.15 -0.86 -0.14 0.310
H -1.1303 -3.1399 -1.6756 0.40 -0.21 1.00 0.354
```
Forces are in eV/Å.

Values from the calculation:
- lowest unoccupied orbital energy (eV) = -0.029
- total energy (Ha) = -1258.1352
- highest occupied orbital energy (Eh) = -0.329
- Kohn-Sham gap (eV) = 8.93

(5)
Entry from the Open Molecules 2025 dataset: a 10-piece molecular cluster, C3H23O12 overall at a distorted geometry (ωB97M-V with the def2-TZVPD basis set).

Geometry as XYZ:
```
38
Properties=species:S:1:pos:R:3:forces:R:3:mulliken_charge:R:1
O -0.1490 2.9170 0.0329 -1.53 4.53 -1.89 -0.737
C 0.1963 1.8718 0.4718 -0.11 -3.20 -0.49 0.625
O 0.5859 1.7268 1.6399 1.47 -1.38 2.30 -1.009
C 0.1078 0.6890 -0.5748 0.21 4.71 0.11 0.556
C 1.0669 1.1811 -1.6811 -0.86 0.42 -0.19 -0.052
O 0.9792 0.2551 -2.7340 -0.92 -1.96 -1.37 -0.637
H -0.9327 0.7665 -0.9250 0.99 -0.65 0.19 -1.094
H 0.4367 -0.1894 -0.1673 0.44 -2.58 0.83 0.293
H 0.7679 2.2131 -2.0791 0.41 -1.36 0.86 0.228
H 2.1392 1.2297 -1.3103 -1.12 -0.12 -0.49 0.222
H 0.0445 -0.1789 -2.8304 1.96 1.68 0.38 0.457
H 0.5018 -3.8702 0.9502 -0.14 -0.76 -0.39 0.312
H 1.4935 -2.9836 0.5393 0.19 -1.13 -0.41 0.425
O 1.1610 -3.8754 0.2362 -0.18 1.40 0.65 -0.691
H -3.1182 0.1164 0.4948 0.35 -1.49 -2.72 0.414
H -3.1398 -1.1599 -0.5683 -0.03 2.25 0.43 0.272
O -3.0687 -0.1497 -0.5432 -0.65 -1.00 2.52 -0.727
H -1.8834 -0.3810 -1.8555 -0.02 -0.22 -1.28 0.377
H -2.4681 0.2639 -2.9776 -3.97 4.84 -1.38 0.337
O -1.8894 -0.3792 -2.8522 4.25 -4.94 2.00 -0.671
H 2.2108 -2.0851 -0.9375 -2.74 -2.96 1.74 0.253
H 2.2992 -1.1347 -2.0330 -1.46 1.32 -1.93 0.368
O 2.7770 -1.5245 -1.3438 4.12 1.75 0.17 -0.622
H 1.9131 0.7077 1.6420 0.42 -0.27 0.11 0.406
H 2.5634 -0.1838 0.5727 0.44 -0.23 0.09 0.406
O 2.6309 -0.0176 1.5305 -0.56 1.29 -0.26 -0.840
H -2.4894 1.6881 -1.1526 0.36 1.20 -0.66 0.395
H -1.3450 2.8268 -1.1731 -1.53 -1.01 -0.73 0.435
O -2.1373 2.4267 -1.7118 0.63 0.10 1.22 -0.700
H -2.9659 -0.3024 2.8804 -0.98 0.76 0.88 0.270
H -1.9193 -0.8834 2.1795 -0.20 0.54 -0.97 0.457
O -2.8673 -0.5974 1.9866 0.72 -0.92 0.29 -0.706
H 0.3010 -1.0805 2.4708 -2.66 1.31 1.67 0.442
H -0.0827 0.3870 2.5565 -0.28 1.05 -0.32 0.476
O -0.4735 -0.4505 2.8468 2.79 -2.69 -0.93 -0.838
H 2.3568 -2.4423 2.5549 1.37 -2.08 1.26 0.240
H 2.0517 -1.2047 2.1042 -1.05 -0.12 -1.21 0.435
O 1.5809 -2.1526 2.1332 -0.13 1.89 -0.07 -0.778
```
Forces are in eV/Å.

Values from the calculation:
- lowest unoccupied orbital energy (eV) = 2.784
- total energy (Ha) = -1031.0361
- charge = -1
- highest occupied orbital energy (Eh) = -0.222
- Kohn-Sham gap (eV) = 8.84

(6)
Entry from the Open Molecules 2025 dataset: a 8-piece molecular cluster, C3H24NO7 overall at a distorted geometry (ωB97M-V with the def2-TZVPD basis set).

Geometry as XYZ:
```
35
Properties=species:S:1:pos:R:3:forces:R:3:mulliken_charge:R:1
C -1.0032 2.2482 0.4840 0.27 1.54 -0.69 -1.208
C -0.5075 1.8186 -0.9447 -1.19 0.98 0.11 0.435
C 0.9832 1.9602 -1.2591 0.33 -0.40 2.08 -1.312
N -0.9288 0.4109 -1.0611 -0.13 0.05 -2.36 -0.128
H -0.1344 2.1382 1.1745 -0.32 0.34 -0.08 0.317
H -1.2997 3.3924 0.3988 0.55 -2.34 0.71 0.332
H -1.8506 1.6291 0.9225 0.82 0.97 -0.95 0.396
H -1.0980 2.4025 -1.7239 0.48 -0.65 0.84 0.385
H 1.4912 1.8227 -0.2728 0.05 -0.79 -0.69 0.303
H 1.3043 2.9683 -1.3893 -0.29 0.94 -0.83 0.405
H 1.3988 1.3139 -2.0450 -0.38 0.21 0.28 0.352
H -1.9402 0.3488 -0.9838 -0.17 -0.37 1.13 0.361
H -0.9145 0.0898 -2.0483 0.81 -0.28 0.40 0.392
H -0.3648 -0.2142 -0.4428 -0.89 -0.45 -0.27 0.209
H 2.5184 -2.5736 1.0763 0.68 0.45 -1.48 0.288
H 3.4296 -1.5893 0.1527 -1.97 -1.91 0.10 0.334
O 2.6531 -2.2665 0.1372 1.66 1.50 1.75 -0.658
H 1.0403 -0.3797 3.7559 0.40 0.50 -1.58 0.390
H -0.2012 -0.3562 2.9759 -1.80 -0.20 -0.37 0.395
O 0.7154 -0.1751 2.8022 1.56 -0.43 2.16 -0.377
H 0.3866 -1.5928 1.0145 0.83 0.39 1.24 0.236
H 0.2412 -2.3955 -0.2016 -1.08 0.60 -0.13 0.446
O -0.2923 -1.7722 0.3871 0.44 -1.07 -1.22 -0.622
H 1.0940 -3.6886 -2.4833 -0.64 0.39 0.14 0.334
H 1.9014 -3.1625 -1.4035 2.21 0.08 1.35 0.289
O 1.0820 -2.9942 -1.7987 -1.81 -0.50 -1.62 -0.631
H -2.8558 -2.0093 -2.9417 -0.76 -0.06 0.31 0.333
H -1.5560 -1.7092 -3.5979 -1.97 1.68 0.98 0.347
O -2.3453 -1.2207 -3.1332 2.88 -1.53 -1.23 -0.676
H -3.9104 4.6911 0.2008 1.95 -2.54 -0.06 0.349
H -3.9999 3.3158 -0.4199 -0.65 -0.86 -0.79 0.312
O -3.3795 3.7825 0.1196 -1.63 3.54 0.83 -0.553
H 3.4162 -1.5607 4.1555 -1.66 -0.52 0.41 0.398
H 2.4620 -2.8056 4.0720 -0.05 -0.04 0.20 0.365
O 2.4646 -1.8671 4.3210 1.45 0.76 -0.69 -0.536
```
Forces are in eV/Å.

Values from the calculation:
- spin multiplicity = 2
- lowest unoccupied orbital energy (alpha / beta) (eV) = -6.207 / -14.348
- total energy (Ha) = -709.3465
- charge = +2
- highest occupied orbital energy (alpha / beta) (Eh) = -0.644 / -0.618
- Kohn-Sham gap (alpha / beta) (eV) = 11.31 / 2.47